No. 1
This record from the OMol25 dataset describes the ion C4H14N4 with charge +2. The level of theory is the ωB97M-V functional and the def2-TZVPD basis.

## Properties
- SMILES = C/[NH+]=[N+](/C)[C@@H](C)NN
- electronic energy (hartree) = -379.01006
- energy above the lowest of the compared OMol25 structures with the same formula, charge and spin (kJ/mol) = 619.27

Structure (ORCA input):
```
! RIJCOSX wB97M-V def2-TZVPD def2/J DEFGRID3
* xyz 2 1
C 0.137 -0.824 0.974
C -1.470 -1.113 0.815
C 1.662 1.206 1.032
C -1.158 1.395 -1.156
N 0.756 -1.568 -0.020
N 0.513 0.631 0.482
N 0.473 -1.579 -1.301
N 0.101 1.116 -0.635
H 0.548 -0.847 1.965
H -1.861 -1.227 -0.265
H -1.980 -0.368 1.491
H -1.510 -2.093 1.199
H 2.366 0.541 1.317
H 2.214 1.775 0.309
H 1.477 1.839 1.904
H -2.018 1.107 -0.537
H -1.164 2.490 -1.279
H -1.242 0.877 -2.133
H 1.749 -1.755 0.113
H 1.131 -2.104 -1.871
H -0.485 -1.904 -1.599
H 0.878 1.657 -1.039
*
```

No. 2
This record from the OMol25 dataset describes the ion C4H14N5 with charge +1. The level of theory is the ωB97M-V functional and the def2-TZVPD basis.

## Properties
- SMILES = CN[C@@H]1N[N@@H+](C)NN1C
- electronic energy (hartree) = -434.15464
- energy above the lowest of the compared OMol25 structures with the same formula, charge and spin (kJ/mol) = 253.92

Structure (ORCA input):
```
! RIJCOSX wB97M-V def2-TZVPD def2/J DEFGRID3
* xyz 1 1
C 0.587 -0.096 0.208
C 0.482 2.472 0.062
C 2.838 -1.051 0.086
C -2.776 -1.031 0.150
N -0.472 -1.150 -0.038
N -1.460 0.963 -0.111
N -0.090 1.110 -0.201
N 1.743 -0.292 -0.496
N -1.618 -0.355 -0.464
H 0.689 0.000 1.259
H -0.332 3.100 0.009
H 1.061 2.328 1.021
H 1.112 2.649 -0.720
H 2.530 -1.382 1.032
H 3.219 -1.918 -0.589
H 3.772 -0.338 0.339
H -2.995 -0.689 1.207
H -3.772 -0.736 -0.375
H -2.654 -2.194 0.154
H -0.040 -1.874 -0.577
H -1.738 1.009 0.935
H 1.449 -0.302 -1.464
H -1.535 -0.222 -1.426
*
```

No. 3
This record from the OMol25 dataset describes a cluster of 2 separate species, C4H14NO in total. The level of theory is the ωB97M-V functional and the def2-TZVPD basis.

## Properties
- electronic energy (hartree) = -290.65869
- energy above the lowest of the compared OMol25 structures with the same formula, charge and spin (kJ/mol) = 169.30

Structure (ORCA input):
```
! RIJCOSX wB97M-V def2-TZVPD def2/J DEFGRID3
* xyz 0 2
C 0.685 1.010 0.251
C 0.327 -0.398 0.655
C 0.943 -0.873 1.931
C -1.199 -0.601 0.635
N 0.193 1.532 -1.066
H 0.360 1.670 1.090
H 1.786 1.124 0.257
H 0.664 -1.079 -0.135
H 0.223 -1.018 2.742
H 1.329 -1.959 1.789
H 1.708 -0.219 2.342
H -1.595 -0.413 1.643
H -1.504 -1.653 0.447
H -1.833 -0.103 -0.097
H 0.928 2.109 -1.542
H -0.033 0.607 -1.673
H -0.673 2.119 -0.975
H -1.502 -0.503 -2.496
H -0.248 -0.615 -3.355
O -0.560 -0.737 -2.442
*
```

No. 4
This record from the OMol25 dataset describes a cluster of 3 separate species, C4H14NO in total. The level of theory is the ωB97M-V functional and the def2-TZVPD basis.

## Properties
- electronic energy (hartree) = -290.66936
- energy above the lowest of the compared OMol25 structures with the same formula, charge and spin (kJ/mol) = 141.29

Structure (ORCA input):
```
! RIJCOSX wB97M-V def2-TZVPD def2/J DEFGRID3
* xyz 0 2
C 2.172 -1.031 -0.083
C 1.695 -0.139 -1.260
C 0.469 0.724 -1.017
C -0.934 0.125 -1.267
N -2.721 -0.271 1.782
H 2.718 -1.894 -0.473
H 2.655 -0.420 0.685
H 1.265 -1.516 0.342
H 2.506 0.511 -1.558
H 0.596 1.663 -1.558
H 0.558 0.822 0.098
H -0.982 -0.874 -0.836
H -1.011 0.084 -2.374
H -1.727 0.794 -0.938
H -1.771 0.135 1.866
H -3.474 0.406 1.845
H -2.875 -0.790 2.647
H -0.381 1.607 2.400
H 1.475 -0.746 -2.157
O -0.235 0.809 1.856
*
```

No. 5
This record from the OMol25 dataset describes a cluster of 2 separate species, C4H14NO in total. The level of theory is the ωB97M-V functional and the def2-TZVPD basis.

## Properties
- electronic energy (hartree) = -290.65415
- energy above the lowest of the compared OMol25 structures with the same formula, charge and spin (kJ/mol) = 181.21

Structure (ORCA input):
```
! RIJCOSX wB97M-V def2-TZVPD def2/J DEFGRID3
* xyz 0 2
C 0.014 1.742 -1.084
C 0.123 0.368 -0.395
C 1.492 -0.268 -0.646
C 1.684 -0.481 -2.145
N -0.299 0.667 1.105
H 0.884 2.075 -1.653
H -0.096 2.593 -0.410
H -0.868 1.837 -1.723
H -0.709 -0.196 -0.783
H 2.206 0.455 -0.251
H 1.731 -1.183 -0.102
H 1.963 0.464 -2.605
H 2.409 -1.258 -2.362
H 0.754 -0.753 -2.652
H 0.605 0.985 1.514
H -1.011 1.445 1.174
H -0.697 -0.107 1.670
H -3.216 -1.656 3.054
H -2.234 -2.702 2.505
O -2.434 -1.790 2.516
*
```

No. 6
This record from the OMol25 dataset describes a cluster of 2 separate species, C4H14NO in total. The level of theory is the ωB97M-V functional and the def2-TZVPD basis.

## Properties
- electronic energy (hartree) = -290.52694
- energy above the lowest of the compared OMol25 structures with the same formula, charge and spin (kJ/mol) = 126.73

Structure (ORCA input):
```
! RIJCOSX wB97M-V def2-TZVPD def2/J DEFGRID3
* xyz 1 1
C 0.149 0.016 0.245
C -1.199 -0.435 -0.266
C -1.243 -0.562 -1.784
C -0.332 -1.728 -2.288
N 0.020 0.812 1.564
H 0.600 0.819 -0.387
H 1.014 -0.688 0.342
H -1.974 0.299 -0.137
H -1.355 -1.341 0.311
H -0.877 0.345 -2.287
H -2.297 -0.798 -1.951
H -0.522 -2.381 -1.441
H -0.841 -2.023 -3.215
H 0.738 -1.593 -2.408
H -0.211 0.051 2.208
H 0.907 1.237 1.899
H -0.552 1.631 1.385
H 2.619 2.731 2.285
H 2.959 1.779 3.354
O 2.398 1.830 2.568
*
```

No. 7
This record from the OMol25 dataset describes a cluster of 2 separate species, C4H14NO in total. The level of theory is the ωB97M-V functional and the def2-TZVPD basis.

## Properties
- electronic energy (hartree) = -290.55732
- energy above the lowest of the compared OMol25 structures with the same formula, charge and spin (kJ/mol) = 46.97

Structure (ORCA input):
```
! RIJCOSX wB97M-V def2-TZVPD def2/J DEFGRID3
* xyz 1 1
C -1.123 0.486 1.846
C 0.186 0.120 1.159
N -0.098 -0.345 -0.262
C 0.999 -0.492 -1.279
C 2.356 -0.879 -0.650
H -1.054 0.190 2.896
H -1.294 1.557 1.891
H -1.974 -0.091 1.487
H 0.747 -0.635 1.699
H 0.847 0.972 1.007
H -0.694 -1.163 -0.137
H -0.799 0.345 -0.658
H 0.635 -1.279 -1.936
H 1.018 0.439 -1.840
H 2.673 -0.045 -0.042
H 3.041 -1.089 -1.463
H 2.162 -1.763 -0.048
H -3.003 0.866 -0.686
H -2.432 1.708 -1.841
O -2.195 1.097 -1.142
*
```

No. 8
This record from the OMol25 dataset describes a cluster of 3 separate species, C4H14NO2 in total. The level of theory is the ωB97M-V functional and the def2-TZVPD basis.

## Properties
- electronic energy (hartree) = -365.75649
- energy above the lowest of the compared OMol25 structures with the same formula, charge and spin (kJ/mol) = 194.90

Structure (ORCA input):
```
! RIJCOSX wB97M-V def2-TZVPD def2/J DEFGRID3
* xyz 1 1
C -0.971 1.280 -1.322
C 0.588 0.886 -1.328
C 1.148 -0.137 -0.342
C 2.321 -0.670 -0.620
N 0.187 -0.773 0.580
H -1.190 1.497 -0.297
H -1.025 2.298 -1.881
H -1.592 0.597 -1.864
H 1.089 0.658 -2.305
H 1.073 1.891 -1.133
H 3.098 -0.178 -1.224
H 2.496 -1.592 -0.174
H 0.658 -1.506 1.093
H -0.688 -1.066 0.052
H -0.145 -0.110 1.289
H -0.555 0.739 3.669
H 0.816 1.275 3.203
O -0.024 0.974 2.862
H -1.880 -2.039 -1.131
H -3.248 -1.722 -0.593
O -2.317 -1.411 -0.498
*
```

No. 9
This record from the OMol25 dataset describes a cluster of 3 separate species, C4H14NO2 in total. The level of theory is the ωB97M-V functional and the def2-TZVPD basis.

## Properties
- electronic energy (hartree) = -365.78878
- energy above the lowest of the compared OMol25 structures with the same formula, charge and spin (kJ/mol) = 110.13

Structure (ORCA input):
```
! RIJCOSX wB97M-V def2-TZVPD def2/J DEFGRID3
* xyz 1 1
C 1.499 -0.022 1.358
C 0.005 0.326 1.383
C -0.757 -0.481 0.350
C -1.433 -1.535 0.752
N -0.608 -0.084 -1.054
H 2.075 0.550 2.136
H 1.759 -1.054 1.598
H 1.969 0.189 0.398
H -0.280 0.065 2.435
H -0.088 1.424 1.174
H -1.681 -1.708 1.804
H -1.886 -2.327 0.134
H -1.242 -0.737 -1.585
H 0.401 -0.088 -1.338
H -0.992 0.903 -1.117
H -1.120 3.203 -1.278
H -2.527 2.800 -0.682
O -1.728 2.473 -1.111
H 2.429 -1.522 -1.058
H 2.308 -1.304 -2.571
O 1.897 -1.070 -1.727
*
```

No. 10
This record from the OMol25 dataset describes a cluster of 3 separate species, C4H14NO2 in total. The level of theory is the ωB97M-V functional and the def2-TZVPD basis.

## Properties
- electronic energy (hartree) = -365.69481
- energy above the lowest of the compared OMol25 structures with the same formula, charge and spin (kJ/mol) = 356.85

Structure (ORCA input):
```
! RIJCOSX wB97M-V def2-TZVPD def2/J DEFGRID3
* xyz 1 1
C 0.629 0.312 0.331
C 2.296 0.344 0.557
C 2.878 1.709 0.139
C 2.371 2.896 -0.453
N 0.058 -1.120 0.676
H 0.398 0.763 -0.636
H 0.194 0.989 1.143
H 2.724 -0.366 -0.207
H 2.828 -0.093 1.415
H 4.062 1.729 0.048
H 2.987 3.323 -1.204
H 1.266 3.210 -0.450
H -0.712 -1.544 -0.015
H -0.183 -1.167 1.652
H 0.694 -1.980 0.633
H -3.880 -1.374 -2.349
H -5.049 -2.058 -1.660
O -4.446 -1.359 -1.535
H -3.156 -1.364 1.451
H -3.358 -1.468 -0.108
O -2.602 -1.382 0.571
*
```

No. 11
This record from the OMol25 dataset describes a cluster of 2 separate species, C4H14NO2 in total. The level of theory is the ωB97M-V functional and the def2-TZVPD basis.

## Properties
- electronic energy (hartree) = -365.79221
- energy above the lowest of the compared OMol25 structures with the same formula, charge and spin (kJ/mol) = 101.13

Structure (ORCA input):
```
! RIJCOSX wB97M-V def2-TZVPD def2/J DEFGRID3
* xyz 1 1
C -0.787 -0.700 -2.048
C -0.211 -0.247 -0.734
C -0.383 1.258 -0.597
C 0.484 1.956 0.467
O 1.673 1.201 0.718
N -0.834 -0.955 0.462
H -0.679 -1.781 -2.154
H -1.846 -0.454 -2.127
H -0.250 -0.220 -2.866
H 0.874 -0.477 -0.760
H -1.441 1.430 -0.394
H -0.270 1.789 -1.545
H -0.001 2.161 1.446
H 0.690 2.955 0.071
H 2.394 1.747 0.423
H -1.342 -1.740 0.050
H -1.363 -0.270 0.993
H -0.191 -1.542 1.064
H 1.451 -2.776 2.553
H 1.042 -1.308 2.811
O 0.991 -2.026 2.168
*
```

No. 12
This record from the OMol25 dataset describes a cluster of 2 separate species, C4H14NO2 in total. The level of theory is the ωB97M-V functional and the def2-TZVPD basis.

## Properties
- electronic energy (hartree) = -365.79699
- energy above the lowest of the compared OMol25 structures with the same formula, charge and spin (kJ/mol) = 88.58

Structure (ORCA input):
```
! RIJCOSX wB97M-V def2-TZVPD def2/J DEFGRID3
* xyz 1 1
C -1.280 -0.277 0.268
C -0.142 -0.234 1.275
C 1.211 -0.492 0.635
C 1.310 -1.797 -0.110
O 0.699 -2.803 0.709
N -1.079 0.734 -0.837
H -1.336 -1.269 -0.157
H -2.222 -0.065 0.760
H -0.296 -1.070 1.946
H -0.128 0.721 1.774
H 1.530 0.342 0.000
H 1.998 -0.419 1.382
H 2.354 -2.068 -0.265
H 0.750 -1.740 -1.048
H 0.714 -3.614 0.190
H -0.527 1.580 -0.565
H -0.632 0.298 -1.644
H -1.999 1.048 -1.129
H -1.059 3.890 -0.935
H 0.413 3.916 -1.279
O -0.279 3.319 -0.970
*
```

What is the formula in the third record?
C4H14NO